(1)
Here is a cluster of 2 separate species, C4H14N3S in total at a distorted geometry from the Open Molecules 2025 dataset. Energies are from the ωB97M-V functional and the def2-TZVPD basis.

```
22
Properties=species:S:1:pos:R:3:forces:R:3
C 1.24211 2.62774 -2.42993 -1.112 0.056 0.376
C -1.44791 2.98949 -2.63522 0.475 -1.222 0.089
S 0.06553 3.53838 -3.45674 0.031 0.560 -0.313
H 0.78555 1.65413 -2.24311 0.495 -0.331 -0.320
H 2.21644 2.59196 -2.90048 0.026 -0.116 -0.002
H 1.25940 3.11073 -1.46036 0.466 0.225 0.194
H -1.19487 2.71991 -1.60791 -0.180 0.434 0.143
H -1.71675 2.03902 -3.10221 -0.369 0.134 -0.048
H -2.28484 3.67555 -2.66654 0.164 0.260 -0.115
C -0.40718 -0.75360 2.93467 -2.017 -1.430 0.476
C 0.42700 -2.43910 1.33839 -0.399 0.646 -0.025
N 0.65368 -1.62035 2.37722 0.462 2.137 -0.153
N -0.53916 -3.32690 1.49097 -0.416 -0.128 0.091
N 1.11705 -2.32252 0.21759 -0.275 -1.208 -0.612
H 1.42444 -0.98771 2.23896 0.655 -0.433 -0.248
H -1.10309 -3.25181 2.32232 0.145 -0.229 0.132
H -0.85136 -3.99961 0.81232 0.152 0.145 -0.300
H 0.89231 -2.96167 -0.53079 0.263 -0.015 -0.027
H 1.73533 -1.57491 -0.03018 0.135 0.292 0.396
H -0.27305 0.31844 2.93705 0.836 0.028 -0.248
H -0.61447 -1.10344 3.91932 0.182 0.208 1.122
H -1.38616 -0.92375 2.47469 0.280 -0.012 -0.606
```
Positions in Å, forces in eV/Å.

## Properties
* energy above the lowest of the compared OMol25 structures with the same formula, charge and spin: 34.23 kcal/mol
* HOMO: -10.4 eV
* LUMO level: -3.36 eV
* E: -19674.15836 eV
* HOMO-LUMO gap: 7.072 eV
* charge: +1

***

(2)
Here is a structure of composition C32H58Ge3N4O2S3Si3Y at a distorted geometry from the Open Molecules 2025 dataset. Energies are from the ωB97M-V functional and the def2-TZVPD basis.

```
106
Properties=species:S:1:pos:R:3:forces:R:3
Y -0.54784 0.44987 -0.15500 -0.790 -1.329 -1.366
S 3.53126 -2.24611 -0.21117 0.000 0.001 0.053
C 2.06178 -1.57463 -0.37589 -0.010 -0.068 -0.003
S 1.97998 0.02048 -1.24684 -0.374 0.179 -0.187
S 0.55864 -2.09761 0.23649 -0.117 0.380 -0.090
C -2.72569 -0.24869 3.71704 0.168 -0.037 0.077
C -1.23994 -0.62414 3.80958 -0.585 -0.157 -0.246
Ge 0.01961 0.30908 2.62709 0.773 0.751 1.198
C 1.77479 -0.44024 3.10889 0.227 -0.042 -0.110
C 2.97126 0.33761 2.55717 -0.028 -0.085 0.113
C 0.23736 2.16276 3.24551 -0.129 -0.131 0.314
C 0.55681 3.21689 2.49818 0.091 0.397 -0.057
Ge 0.59071 2.97501 0.49927 0.583 0.701 0.857
C 2.50618 3.17893 0.01541 0.152 0.173 -0.088
C 3.14938 4.53771 0.33144 -0.037 -0.122 -0.056
C -0.23484 4.52972 -0.43022 -0.272 0.114 -0.008
C -1.68401 4.87708 -0.07381 0.091 0.043 -0.075
C 1.03385 4.47825 3.15226 -0.057 -0.096 -0.065
C 0.63740 5.74342 2.71372 -0.035 -0.019 0.024
C 1.09992 6.89847 3.33029 0.001 -0.051 -0.012
C 1.98930 6.81609 4.39308 -0.009 -0.031 -0.022
C 2.40454 5.56703 4.83530 -0.024 -0.002 -0.034
C 1.93172 4.41525 4.22247 0.035 -0.020 -0.026
H -3.34165 -0.88467 4.35674 0.041 0.020 0.007
H -3.10849 -0.36278 2.69963 0.032 -0.005 0.025
H -2.89460 0.78528 4.02999 0.015 -0.028 -0.021
H -1.10630 -1.69242 3.62540 -0.005 -0.002 0.040
H -0.85298 -0.41701 4.81179 0.015 -0.020 0.014
H 1.81192 -1.48722 2.80459 0.026 0.006 0.017
H 1.78123 -0.41642 4.20562 0.016 -0.024 -0.023
H 2.98144 0.33950 1.46653 -0.019 -0.014 -0.009
H 3.91590 -0.10711 2.88282 -0.048 0.019 -0.013
H 2.95728 1.37990 2.88554 -0.016 -0.033 -0.013
H 0.24913 2.26267 4.34017 0.045 0.060 -0.089
H 2.60306 2.96948 -1.05635 0.020 -0.015 0.035
H 3.04776 2.37964 0.52446 0.019 0.016 -0.020
H 2.67923 5.35132 -0.22669 0.001 -0.033 0.026
H 4.21049 4.53495 0.06572 -0.035 0.007 -0.005
H 3.07895 4.78523 1.39107 -0.009 -0.013 0.004
H -0.16190 4.32096 -1.50235 0.021 0.022 -0.003
H 0.42003 5.38613 -0.24781 -0.035 -0.009 0.009
H -2.36800 4.08170 -0.37600 0.018 0.040 -0.003
H -2.01463 5.79002 -0.57800 0.019 -0.024 0.024
H -1.81498 5.02820 1.00094 0.012 -0.019 -0.023
H -0.04935 5.82756 1.88276 0.008 0.002 0.003
H 0.76949 7.86682 2.97230 0.008 -0.038 0.014
H 2.36289 7.71592 4.86556 -0.013 -0.018 -0.006
H 3.10772 5.48835 5.65570 -0.015 -0.003 -0.018
H 2.28261 3.44614 4.55793 -0.015 0.019 -0.007
N -2.25389 -1.05793 0.10410 -0.188 -0.147 0.243
C -3.23827 -1.65972 0.23631 -0.715 -0.276 0.094
C -4.45898 -2.29542 0.40334 0.053 0.026 -0.028
C -4.67014 -3.58485 -0.17142 -0.024 0.281 0.182
N -4.83368 -4.61832 -0.65589 0.032 0.083 0.041
C -5.48220 -1.56937 1.08557 0.432 -0.273 -0.371
N -6.26583 -0.92202 1.63259 0.010 0.054 0.069
N -4.69639 2.92486 2.58056 0.055 0.008 -0.061
C -4.67566 2.14586 1.34880 -0.037 0.065 -0.150
C -3.25220 1.97801 0.87355 0.043 0.000 0.077
O -2.33753 2.28898 1.75409 -0.051 0.079 0.114
O -2.91331 1.54244 -0.21782 0.175 -0.095 0.037
H -4.89833 3.90084 2.41061 -0.029 0.016 0.005
H -2.82058 2.64644 2.54270 0.037 -0.059 0.037
H -5.37889 2.56820 3.23416 0.024 -0.030 0.026
H -5.27520 2.54936 0.53274 -0.013 0.015 -0.039
H -5.04537 1.13877 1.54485 -0.080 -0.095 -0.049
C 3.84610 0.78132 -4.04587 0.246 -0.159 0.106
Si 2.06036 1.05056 -4.49090 -0.169 0.011 -0.036
C 1.58823 2.83690 -4.21130 -0.070 0.218 0.057
C 1.87864 0.67309 -6.30982 -0.065 -0.033 -0.249
Ge 0.56622 -0.27425 -3.10864 0.403 -0.037 -0.212
Si -1.66563 0.72972 -3.49684 0.157 -0.280 -0.179
C -3.05713 -0.40137 -2.98733 -0.123 -0.088 0.156
C -1.52874 0.65723 -5.36552 0.145 0.036 -0.177
C -2.00197 2.50622 -3.07874 0.071 0.215 0.193
Si 0.55792 -2.61129 -3.75778 -0.050 0.260 -0.042
C -0.59000 -3.70788 -2.80999 -0.192 -0.188 0.169
C 2.33314 -3.13815 -3.67816 0.275 -0.081 0.029
C 0.00238 -2.61653 -5.54028 -0.053 -0.009 -0.250
H 4.40390 1.69563 -4.27273 -0.002 -0.070 -0.025
H 4.27141 -0.03169 -4.64234 -0.014 0.055 0.047
H 4.00120 0.54219 -2.99398 0.045 0.049 -0.050
H 2.33802 3.50618 -4.64730 -0.062 -0.052 0.029
H 1.50051 3.08034 -3.14685 0.013 0.005 -0.072
H 0.62838 3.05290 -4.69034 0.075 0.035 0.045
H 2.59743 1.29148 -6.86069 -0.060 -0.057 0.030
H 0.87971 0.90343 -6.68557 0.118 -0.030 -0.034
H 2.09973 -0.37284 -6.54097 0.022 0.098 0.022
H -2.70971 -1.40463 -2.73622 -0.034 -0.003 -0.028
H -3.75332 -0.48550 -3.82683 -0.008 0.019 0.051
H -3.60012 -0.00982 -2.12589 0.001 -0.047 -0.012
H -0.92381 -0.17005 -5.73724 -0.092 0.031 -0.005
H -1.10065 1.58494 -5.75732 -0.057 -0.079 0.029
H -2.53741 0.54288 -5.77492 0.048 0.044 0.007
H -2.11834 2.70772 -2.01505 -0.020 0.024 -0.073
H -2.94569 2.76465 -3.57286 0.035 0.025 0.050
H -1.21867 3.15573 -3.47085 -0.046 0.008 -0.010
H -0.53512 -3.54421 -1.73474 -0.011 -0.046 -0.022
H -0.31831 -4.75221 -3.00488 -0.058 0.079 -0.003
H -1.62530 -3.56669 -3.13423 0.055 -0.027 0.036
H 2.63636 -3.39385 -2.66133 0.006 0.009 -0.050
H 2.99649 -2.34250 -4.03074 -0.001 -0.078 0.005
H 2.48028 -4.01524 -4.31811 0.008 0.048 0.065
H -1.05882 -2.37189 -5.63571 0.059 -0.030 -0.015
H 0.14435 -3.62512 -5.94730 -0.014 0.086 0.045
H 0.57704 -1.92362 -6.15956 -0.062 -0.074 -0.008
```
Positions in Å, forces in eV/Å.

## Properties
* energy above the lowest of the compared OMol25 structures with the same formula, charge and spin: 49.87 kcal/mol
* HOMO (spin up / spin down): -7.7 / -7.8 eV
* LUMO level (spin up / spin down): -0.71 / -2.32 eV
* E: -270912.64073 eV
* HOMO-LUMO gap (spin up / spin down): 6.957 / 5.452 eV
* 2S+1: 2

***

(3)
Here is a structure of composition C28H48O14PbS4 at a distorted geometry from the Open Molecules 2025 dataset. Energies are from the ωB97M-V functional and the def2-TZVPD basis.

```
95
Properties=species:S:1:pos:R:3:forces:R:3
Pb -0.85310 0.05157 1.49105 0.019 0.074 0.429
C -6.59017 -1.48683 -0.23582 2.884 -1.055 0.042
C -6.28713 -1.37358 1.28853 -1.727 0.930 2.473
C -6.55540 -2.70242 1.99664 -0.422 -0.632 -0.329
O -5.22785 -0.77597 1.96426 0.275 -0.224 -2.262
H -7.59642 -1.45048 -0.65323 -0.124 0.443 0.638
H -6.23141 -2.50656 -0.37562 0.053 -0.311 -1.007
H -5.87442 -0.84891 -0.75435 -0.284 0.251 -0.357
H -7.16942 -0.80217 1.57688 -0.741 0.720 0.492
H -6.93502 -2.49334 2.99678 0.759 -0.107 0.283
H -5.66161 -3.32352 1.93780 0.263 0.071 0.545
H -7.34011 -3.33705 1.58482 -0.430 0.035 -0.636
C 1.78618 0.91841 7.18786 1.257 -0.803 -0.653
C 0.70249 1.89349 6.83017 -3.010 -0.363 0.628
C 1.19448 3.32409 6.77318 1.228 1.228 -1.003
O -0.24811 1.43899 5.89645 1.662 0.698 0.233
H 2.50662 1.26908 7.92683 -0.074 0.386 0.170
H 2.37163 0.68514 6.29851 0.162 -0.081 -0.250
H 1.42448 -0.03899 7.56287 -0.431 0.077 -0.124
H 0.11142 1.91103 7.74582 -0.564 -0.018 0.923
H 0.61954 4.22995 6.96542 -1.503 -0.636 -0.157
H 1.58683 3.50882 5.77317 0.478 0.038 -0.152
H 1.96180 3.55153 7.51317 0.698 -0.679 -0.028
C 5.51318 -0.71065 -1.80725 6.483 -0.691 -2.550
C 4.54221 -0.16601 -1.09112 -4.684 -2.640 2.019
C 4.60411 1.12549 -0.34447 -2.014 2.396 2.986
O 3.66428 1.61012 0.41106 0.415 -1.732 -1.785
C 5.79061 1.81010 -0.31481 2.587 -1.610 -2.710
C 6.91375 1.25414 -1.12660 1.699 1.072 0.123
C 6.86459 -0.14781 -1.93629 -0.490 1.225 -1.288
O 7.83714 -0.45754 -2.70343 -2.670 0.283 2.457
O 7.98341 1.88737 -1.23517 -1.079 -0.523 0.210
O 3.55704 -1.00242 -0.95012 -0.054 2.264 0.559
H 5.40027 -1.72377 -2.16397 -0.362 -0.002 -0.219
H 5.93927 2.80350 0.08201 -0.166 -0.143 0.258
C 4.46599 -6.07160 2.91856 1.246 -0.232 1.522
C 5.19686 -5.28523 4.09744 -0.614 0.477 0.135
C 4.35475 -3.99004 4.53594 0.202 -2.045 -0.745
S 2.57975 -4.51452 4.04570 -2.234 2.343 -0.596
O 1.77566 -3.38843 3.42977 2.405 -2.694 1.628
O 1.90784 -5.30239 5.07674 1.090 0.776 -0.021
C 3.05301 -5.66922 2.78066 -0.927 1.929 -1.223
H 4.48671 -7.10471 3.26552 0.369 -0.172 -0.679
H 4.98338 -5.88088 1.97833 0.101 -0.483 0.162
H 6.20230 -5.00328 3.78488 -0.187 0.384 -0.228
H 5.41376 -6.00345 4.88814 -0.573 0.218 0.353
H 4.81979 -3.17292 3.98445 -1.003 0.257 -0.271
H 4.33651 -3.72008 5.59183 -0.045 -0.396 -0.039
H 2.97760 -4.96445 1.95258 -0.118 -0.239 -0.473
H 2.27273 -6.41586 2.63298 0.194 -0.024 0.408
C -0.27935 8.23749 1.09201 -0.305 -0.431 -0.131
C -1.73545 8.71882 1.06014 -0.443 -1.055 1.211
C -2.66552 7.52153 1.51183 1.431 0.350 -0.134
S -1.58660 6.31139 2.44767 0.219 -0.837 -2.979
O -1.48940 5.01821 1.76867 -0.102 1.649 0.281
O -2.09062 6.31979 3.76698 -0.075 0.295 2.038
C -0.00072 7.24377 2.23133 -0.808 -0.352 0.747
H 0.38178 9.10388 1.07260 0.233 -0.272 -0.027
H -0.23780 7.68368 0.15411 0.854 -0.089 -0.044
H -1.94637 9.11756 0.06786 -0.246 -0.041 0.151
H -1.88873 9.48322 1.82192 0.003 0.280 -0.211
H -3.10531 6.90297 0.72948 -0.159 0.365 -0.040
H -3.36392 7.94559 2.23330 -0.241 -0.675 -0.168
H 0.84087 6.56338 2.10130 -0.339 -0.207 -0.568
H 0.13993 7.57908 3.25890 -0.034 0.960 -0.148
C -2.56487 2.54574 -6.77004 0.259 -0.188 -1.762
C -1.48789 1.48041 -6.95028 -0.700 0.348 -0.505
C -0.49240 1.74627 -5.83164 0.549 0.171 0.815
S -1.38897 2.51613 -4.43299 0.088 -1.553 2.410
O -0.95567 3.90351 -4.24011 -0.331 -1.511 -0.348
O -1.39145 1.55850 -3.27013 -0.294 2.378 -2.732
C -2.93126 2.54098 -5.34252 -1.254 1.130 0.848
H -3.42538 2.43529 -7.42989 -0.230 -0.636 0.168
H -2.19241 3.49640 -7.15165 0.387 0.327 0.645
H -1.16861 1.52911 -7.99133 0.816 0.039 0.224
H -1.97028 0.50610 -6.87212 0.217 -0.186 0.415
H 0.21052 2.57389 -5.92670 0.360 -0.313 -0.985
H 0.00788 0.86161 -5.43769 0.032 0.162 -0.040
H -3.45954 3.48219 -5.19044 -0.037 -0.141 0.880
H -3.55204 1.69239 -5.05506 0.132 -0.023 0.044
C -2.39650 -5.82576 -5.32479 0.677 -0.400 -0.580
C -1.01941 -5.27322 -5.86735 -0.826 0.496 1.542
C -0.20905 -4.80798 -4.59752 -0.780 1.575 -0.446
S -1.23278 -5.10291 -3.08899 -2.284 0.170 1.952
O -1.37860 -4.02220 -2.08329 1.060 -1.505 -2.407
O -0.98480 -6.43777 -2.58844 0.546 0.086 -0.320
C -2.82698 -5.18885 -4.04665 1.359 1.489 0.617
H -2.12539 -6.86024 -5.11389 -0.834 -0.328 -0.091
H -3.26383 -5.69833 -5.97256 0.459 -0.511 -0.707
H -1.21119 -4.36296 -6.43544 0.197 -0.219 -0.319
H -0.48757 -6.01725 -6.46035 -0.161 0.109 0.065
H -0.25212 -3.72067 -4.66068 0.079 0.194 0.272
H 0.86498 -4.98867 -4.55383 -0.308 -0.779 0.422
H -3.10391 -4.13784 -4.12905 0.150 0.243 -0.446
H -3.71508 -5.61194 -3.57722 0.684 -0.610 0.501
```
Positions in Å, forces in eV/Å.

## Properties
* HOMO: -1.3 eV
* LUMO level: 0.77 eV
* E: -107051.55080 eV
* HOMO-LUMO gap: 2.056 eV
* charge: -2

***

(4)
Here is a cluster of 2 separate species, C7H11N2O3S in total at a distorted geometry from the Open Molecules 2025 dataset. Energies are from the ωB97M-V functional and the def2-TZVPD basis.

```
24
Properties=species:S:1:pos:R:3:forces:R:3
C -0.62505 -1.00684 0.98880 -2.925 -1.852 -1.109
C 0.46690 -0.33839 1.34810 3.928 3.050 -0.896
C -1.06289 -0.99973 -0.45525 0.773 0.059 0.793
C 1.13332 -0.16364 2.68163 -0.096 -0.029 -0.195
C 2.02150 1.07211 2.47016 0.042 -0.097 0.015
C 2.42129 1.03517 0.98713 -0.303 -0.012 -0.094
C 1.24308 0.36705 0.34156 -1.216 -1.853 6.222
N -0.06613 -0.37509 -1.32464 -1.280 -0.537 0.296
N 0.95951 0.33394 -0.91348 0.594 1.099 -4.792
O -3.11845 1.21714 -4.61650 0.111 -0.268 0.378
O -1.30863 -0.13590 -3.66795 -0.530 0.127 -0.088
O -3.65541 -0.54187 -2.79604 0.507 1.104 -0.048
S -2.51463 0.71317 -3.37413 -0.507 -0.508 -0.150
H -1.24606 -1.54983 1.69045 -0.033 -0.006 0.006
H -1.22044 -2.03078 -0.81139 -0.047 0.231 -0.056
H -2.03204 -0.48160 -0.56169 0.248 -0.043 -0.235
H 0.42339 -0.03637 3.50035 -0.011 -0.009 0.108
H 1.74960 -1.04258 2.90111 0.049 -0.077 0.180
H 1.43295 1.97139 2.66132 0.007 0.027 0.010
H 2.88562 1.08132 3.13732 0.033 0.049 0.018
H 2.62053 2.02632 0.58114 0.067 0.059 -0.113
H 3.32227 0.42712 0.84981 0.143 -0.015 -0.114
H -0.38987 -0.22235 -2.30702 0.254 -0.107 0.221
H -3.44034 -1.31976 -3.31079 0.193 -0.391 -0.359
```
Positions in Å, forces in eV/Å.

## Properties
* HOMO (spin up / spin down): -1.8 / -5.0 eV
* LUMO level (spin up / spin down): 3.39 / 2.25 eV
* E: -27393.63203 eV
* HOMO-LUMO gap (spin up / spin down): 5.165 / 7.260 eV
* 2S+1: 3
* charge: -1